(1)
Entry from OMol25: a molecular structure, C6H8IrN2O12 (wB97M-V/def2-TZVPD).

Geometry (Å):
Ir -0.08892 -0.64911 0.37090
O -3.59760 0.18863 -1.83895
C -2.35432 0.27441 -1.42159
O -2.00782 -0.30251 -0.39281
C -1.49335 1.13271 -2.30492
O -0.18902 1.19439 -1.85784
C 0.22487 2.41223 -1.24333
C 0.24519 2.40596 0.28472
O 0.44470 3.46910 0.82799
O -0.00945 1.30476 0.94243
H -4.09970 -0.39780 -1.25109
H -1.52886 0.69609 -3.30768
H -1.98136 2.11321 -2.35636
H 1.23479 2.60779 -1.59041
H -0.41287 3.24056 -1.55915
O 3.70815 -1.25179 1.99272
C 2.76676 -1.04668 1.30646
O 1.53012 -1.31254 1.39199
C 3.35256 -0.08890 -0.53358
O 4.50746 -0.25662 -0.58124
O 2.27865 0.27281 -0.88820
O -0.37691 -3.81493 -1.82049
N -0.17784 -2.75731 -1.29790
O -0.41632 -2.61358 -0.01649
O 0.19831 -1.72010 -1.87312
N -0.93201 -0.81417 2.17900
H -1.94703 -0.82121 2.12534
H -0.63753 -0.00261 2.72514
H -0.61175 -1.66679 2.63376

Values from the calculation:
- frontier orbital gap (spin up / spin down) (eV) = 7.236 / 8.845
- net charge = 0
- multiplicity = 2

(2)
Entry from OMol25: a single C2H2N2O2S molecule at a distorted geometry (wB97M-V/def2-TZVPD).

Geometry (Å):
O -1.07966 -1.73883 1.29826
C -0.47588 -0.88390 0.74176
O 0.70776 -0.38376 1.22718
N 1.16484 0.70158 0.48978
N 0.26173 0.68326 -0.75092
C -0.78685 -0.12748 -0.51199
S -2.11648 -0.31220 -1.43416
H 2.11783 0.49049 0.17043
H 0.20671 1.57084 -1.23033

Values from the calculation:
- frontier orbital gap (eV) = 8.409
- net charge = 0
- multiplicity = 1
- SMILES = O=c1o[nH][nH]c1=S

(3)
Entry from OMol25: a single C4H8O4 molecule at a distorted geometry (wB97M-V/def2-TZVPD).

Geometry (Å):
C 1.06099 -1.66741 0.18533
C 0.20616 -0.65565 0.28980
C -1.24411 -0.82767 0.68666
O -2.13288 -0.70740 -0.40519
C 0.63952 0.74289 -0.01415
O 0.32597 1.68336 0.89858
O 1.89821 0.83552 -0.50251
O -0.49190 1.37261 -1.12990
H 0.74461 -2.67680 0.39954
H 2.09329 -1.51554 -0.08959
H -1.48386 -0.09639 1.47083
H -1.38541 -1.82967 1.09430
H -1.93171 0.13965 -0.83944
H -0.34219 2.20505 0.30178
H 2.23614 1.72000 -0.30452
H -0.19284 1.27744 -2.04151

Values from the calculation:
- frontier orbital gap (eV) = 10.571
- net charge = 0
- multiplicity = 1
- SMILES = C=C(CO)C(O)(O)O

(4)
Entry from OMol25: a molecular structure, CH6O3 at a distorted geometry (wB97M-V/def2-TZVPD).

Geometry (Å):
O -0.75442 -0.13638 -1.43716
C 0.31058 -0.42484 -0.55723
H 0.26426 -1.25412 0.13297
H 1.14511 -0.38366 -1.20630
H -2.92605 1.10135 0.64267
H -1.54300 0.49667 -0.77652
O -2.06150 0.90478 0.31330
H 0.41086 0.27972 0.26255
H 2.98438 -0.17191 1.47939
O 2.16978 -0.41161 1.14633

Values from the calculation:
- frontier orbital gap (eV) = 4.570
- net charge = 0
- multiplicity = 1

The records above yield calculated total energy values of -36736.644, -20014.031, -12466.201, -7267.455 eV, respectively.
The records above yield ΔE to the lowest compared entry with this formula, charge and spin values of 45.0, 223.7, 285.4, 822.5 kJ/mol, respectively.